Entry 1:
9
Properties=species:S:1:pos:R:3 method="wB97M-V/def2-TZVPD" e_homo_ev=-10.767 charge=0 relative_energy_kcal_mol=97.9 lumo_energy_ev=0.659 smiles="O=CNOC=O" homo_lumo_gap_ha=0.4199 energy_ha=-358.37360 largest_force_ha_per_bohr=0.189
O 2.00118 0.27973 1.50736
C 1.56817 -0.47826 0.62676
N 0.34801 -0.39160 0.08902
O -0.71448 0.50613 0.21687
C -1.58285 0.42514 -0.62557
O -1.60051 -0.30299 -1.68878
H 1.92810 -1.43028 0.29169
H 0.33145 -0.68301 -0.87234
H -2.09712 1.31022 -0.33322

***

Entry 2:
105
Properties=species:S:1:pos:R:3 method="wB97M-V/def2-TZVPD" e_homo_ev="-6.379 / -6.389" charge=0 relative_energy_kcal_mol=21.2 lumo_energy_ev="-0.347 / -0.380" homo_lumo_gap_ha="0.2217 / 0.2208" spin_multiplicity=5 energy_ha=-3552.18967 largest_force_ha_per_bohr=0.045
Fe 0.12218 0.47476 -1.95833
C -3.57492 5.17556 2.41517
C -2.50992 4.11006 2.70767
C -2.94012 3.34556 3.96227
C -1.14862 4.77646 2.96277
C -2.31682 3.20296 1.50737
C -2.15112 3.74626 0.23077
C -1.81782 2.91976 -0.82493
N -1.68012 1.60556 -0.71783
C -1.92842 1.04676 0.48117
C -2.21552 1.82486 1.60557
C -1.93482 -0.41664 0.49817
C -2.24372 -1.16644 1.63757
C -2.33472 -2.54624 1.56817
C -2.15472 -3.12534 0.30927
C -1.81732 -2.31784 -0.76153
N -1.68302 -1.00464 -0.68273
C -2.54072 -3.41844 2.79117
C -3.61162 -4.48484 2.52857
C -1.19302 -4.09724 3.06837
C -2.96502 -2.61914 4.02437
H -3.76332 5.76836 3.30797
H -4.50762 4.70286 2.11387
H -3.26212 5.85516 1.62807
H -3.08372 4.04566 4.78197
H -2.18422 2.62896 4.27117
H -3.88072 2.82536 3.79447
H -1.20232 5.44356 3.82017
H -0.83392 5.35176 2.09517
H -0.39632 4.01426 3.15657
H -2.24462 4.80286 0.04957
H -1.64062 3.33756 -1.80393
H -2.34742 1.34246 2.55617
H -2.38752 -0.66604 2.58047
H -2.23652 -4.19044 0.15947
H -1.61652 -2.75854 -1.73003
H -3.30132 -5.18604 1.75837
H -4.54402 -4.01574 2.22097
H -3.79432 -5.04924 3.44077
H -0.87442 -4.68324 2.21047
H -1.27082 -4.75804 3.92717
H -0.43002 -3.34964 3.27017
H -3.91452 -2.11924 3.85017
H -2.21882 -1.88084 4.30347
H -3.08882 -3.29624 4.86547
C 1.44568 3.27376 -0.36723
C 2.28898 2.95016 0.85937
C 3.77068 3.21836 0.56637
C 2.09028 1.55986 1.44147
C 2.02248 1.48796 2.82637
C 1.93218 0.27906 3.48997
C 1.94398 -0.88584 2.74957
C 2.02268 -0.87794 1.36327
C 2.14368 -2.25214 0.72727
C 3.60758 -2.71614 0.75247
C 1.60178 -2.43234 -0.68763
C 2.06888 0.36146 0.69217
N 2.09008 0.39186 -0.70073
C 3.27278 0.30186 -1.31833
C 4.53378 0.25996 -0.67053
C 5.70218 0.19256 -1.39403
C 5.69218 0.13696 -2.78193
C 4.47628 0.15306 -3.45673
C 3.32058 0.24086 -2.72633
F 2.09648 0.26816 -3.36413
H 1.60148 4.30756 -0.66493
H 0.39578 3.14196 -0.13623
H 1.70308 2.63876 -1.21093
H 1.99028 3.65476 1.64837
H 4.10778 2.65776 -0.30103
H 4.38408 2.93916 1.42027
H 3.91988 4.27786 0.36647
H 2.06238 2.40396 3.40237
H 1.87568 0.24576 4.57037
H 1.91598 -1.83774 3.26247
H 1.56568 -2.92104 1.37957
H 4.19118 -2.13834 0.03817
H 3.65638 -3.76704 0.47227
H 4.05138 -2.59644 1.73877
H 2.31848 -2.09864 -1.43223
H 0.67328 -1.88524 -0.82763
H 1.41328 -3.49104 -0.85553
H 4.55568 0.29526 0.40957
H 6.64528 0.18376 -0.86383
H 6.61578 0.08706 -3.33603
H 4.43148 0.10206 -4.53343
F -0.19282 1.16196 -4.93443
C -0.56932 1.67926 -3.71813
F 0.46628 2.56236 -3.39163
F -1.61812 2.51286 -4.03253
C -1.72402 -3.13134 -5.99233
N -0.74222 -2.63554 -5.05953
C 0.63028 -3.09624 -5.12803
C -1.03042 -1.70214 -4.13583
C -2.40422 -1.09584 -4.16313
O -0.17742 -1.36844 -3.31223
H -1.27062 -3.88974 -6.62383
H -2.10562 -2.32924 -6.62703
H -2.56742 -3.58874 -5.46873
H 0.80468 -3.60504 -6.07133
H 0.85788 -3.77044 -4.29973
H 1.28948 -2.23134 -5.04833
H -3.18642 -1.84404 -4.24843
H -2.46182 -0.42624 -5.01843
H -2.53102 -0.51104 -3.25513

***

Entry 3:
107
Properties=species:S:1:pos:R:3 method="wB97M-V/def2-TZVPD" e_homo_ev=-5.877 charge=0 relative_energy_kcal_mol=129.2 lumo_energy_ev=-2.286 homo_lumo_gap_ha=0.1320 energy_ha=-2157.25856 largest_force_ha_per_bohr=0.107
Ag 4.14919 -2.70312 1.07979
C 1.20934 1.40195 -0.99149
O 2.13739 0.40313 -1.23922
H 0.93832 1.50620 0.05912
H 1.58438 2.39762 -1.22831
H 0.32343 1.21367 -1.59797
C -5.39992 3.48162 0.91425
C -6.57041 2.52805 0.83067
C -6.32139 1.38300 1.82401
O -7.43599 0.42580 1.87897
C -7.13399 -0.71695 2.70262
N -7.87172 3.18709 1.08907
H -5.53819 4.22648 0.13058
H -4.49858 2.91952 0.66985
H -5.30418 4.06834 1.82787
H -6.65891 2.07727 -0.15779
H -6.16964 1.79278 2.82258
H -5.40951 0.89066 1.48609
H -7.07615 -0.35196 3.72806
H -6.25510 -1.24089 2.32692
H -7.91485 -1.47734 2.71551
H -8.36383 2.42997 1.54152
H -7.57830 3.77323 1.85748
C 3.55513 -2.43538 5.59316
C 2.99423 -3.81705 5.15117
C 1.44124 -3.74772 4.74161
O 1.42044 -3.03675 3.58126
C 0.01622 -2.89292 3.21703
N 3.93007 -4.36713 4.10251
H 3.84730 -1.83384 4.73242
H 4.45138 -2.62025 6.18533
H 2.87479 -1.87914 6.23801
H 3.00027 -4.50627 5.99558
H 0.90668 -3.32968 5.59461
H 1.05294 -4.76471 4.68657
H -0.52949 -2.27738 3.93217
H -0.40676 -3.88031 3.03195
H -0.04821 -2.40724 2.24336
H 3.54849 -5.18733 3.65334
H 4.55814 -4.76952 4.78347
C -3.96782 0.92286 -5.03562
C -3.46649 1.07658 -6.49030
C -3.61152 -0.18271 -7.26475
O -3.22685 -1.34218 -6.55247
C -3.44981 -2.50444 -7.40306
N -4.12679 2.21910 -7.06108
H -3.68243 1.87330 -4.58471
H -3.51887 0.18278 -4.37319
H -5.05196 0.81255 -5.01182
H -2.40804 1.33676 -6.48070
H -3.00770 -0.02584 -8.15856
H -4.65391 -0.38187 -7.51346
H -4.46973 -2.88768 -7.37154
H -2.80676 -3.30630 -7.04030
H -3.21893 -2.35331 -8.45755
H -3.99482 3.12192 -6.62796
H -4.20653 2.24204 -8.06767
C 0.86906 -7.24775 -1.85847
C 1.89103 -6.90898 -0.83153
C 2.56082 -8.14779 -0.42343
O 3.29081 -7.94568 0.75386
C 3.93130 -8.99234 1.25730
N 2.90351 -6.00078 -1.47064
H 1.40732 -7.59700 -2.73961
H 0.35133 -6.36009 -2.22197
H 0.20433 -8.01435 -1.46032
H 1.52318 -6.39975 0.05924
H 3.16715 -8.56583 -1.22699
H 1.77367 -8.89179 -0.30122
H 4.33004 -8.92612 2.26958
H 4.72622 -9.21421 0.54528
H 3.25474 -9.84574 1.30279
H 3.19799 -6.61439 -2.21688
H 2.55715 -5.11489 -1.81024
C -1.94298 9.20017 4.89486
C -0.66795 9.96148 5.26639
C 0.51523 9.02836 5.33597
O 0.76306 8.52394 4.00634
C 1.29994 7.19073 3.89749
N -0.52104 11.03678 4.29621
H -2.79451 9.84756 4.68537
H -2.19471 8.55306 5.73508
H -1.81141 8.61342 3.98573
H -0.89713 10.34580 6.26030
H 0.40102 8.29954 6.13840
H 1.40119 9.60224 5.60773
H 0.69687 6.48712 4.47138
H 2.34582 7.13042 4.19848
H 1.29498 6.82993 2.86896
H 0.13114 11.75896 4.56682
H -0.03648 10.64758 3.50007
C 2.61412 -0.38411 -6.74955
O 2.77693 -0.20744 -7.92177
N 3.50099 -0.10124 -5.79147
N 1.51895 -0.82849 -6.14152
H 3.14244 -0.17300 -4.84998
H 4.37119 0.31203 -6.09488
H 0.73944 -1.12343 -6.71202
H 1.42759 -0.60265 -5.16133
C 8.28166 0.20731 -0.67140
O 7.89665 -0.70742 0.02967
N 9.49994 0.55134 -0.76683
N 7.50578 0.77678 -1.55926
H 9.77098 1.04060 -1.60782
H 10.08746 0.23652 -0.00800
H 7.82377 1.52708 -2.15593
H 6.53409 0.53943 -1.41922